Arrangement 1

A 2-piece molecular cluster, CH4NP3 overall. Source: OMol25; level of theory: ωB97M-V/def2-TZVPD.

Computed properties:
highest occupied orbital energy (spin up / spin down)	-0.3500 / -0.3497	Ha
spin multiplicity	1
frontier orbital gap (spin up / spin down)	0.2404 / 0.2401	Ha
LUMO (spin up / spin down)	-0.1096 / -0.1097	Eh
M	122.97	g mol⁻¹
net charge	0

Each line ends with the Löwdin charge.
Geometry (Å):
C 0.08952 -0.20812 -2.56284  -0.42
N 0.40091 -0.66338 -3.57388  -0.12
P -1.61483 0.32220 0.77442  0.41
P 1.14445 -0.98104 0.24825  0.39
P 0.28370 0.95037 0.17813  0.33
H -1.43742 0.39136 2.17306  -0.12
H -2.06641 1.60521 0.64767  -0.18
H 2.41335 -0.40164 0.42278  -0.16
H 0.78673 -1.01497 1.69241  -0.12


Arrangement 2

One molecule with the formula CH4NP3. Source: OMol25; level of theory: ωB97M-V/def2-TZVPD.

Computed properties:
highest occupied orbital energy	-0.3062	Ha
spin multiplicity	1
frontier orbital gap	0.2917	Ha
LUMO	-0.0144	Eh
M	122.97	g mol⁻¹
net charge	0
SMILES	C=NP1=[PH]=[PH]=1

Each line ends with the Löwdin charge.
Geometry (Å):
C 2.01198 0.32513 0.18124  -0.18
N 0.78501 0.11212 0.13298  -0.57
P -0.25545 0.77720 -0.93035  0.48
P -1.23401 -1.19065 -0.58252  0.24
P -2.36054 0.32839 0.53321  0.30
H 2.57701 0.82399 -0.68559  0.07
H 2.77725 -0.01680 0.91011  0.07
H -2.31694 -1.25826 -1.46484  -0.21
H -1.98430 0.09888 1.90575  -0.21


Most stable: arrangement 2 (next structure +232.9 kJ/mol)


Arrangement 1

A 2-piece molecular cluster, C2H4N2O overall. Source: OMol25; level of theory: ωB97M-V/def2-TZVPD.

Computed properties:
highest occupied orbital energy (spin up / spin down)	-0.2393 / -0.4011	Ha
spin multiplicity	3
frontier orbital gap (spin up / spin down)	0.2718 / 0.3619	Ha
LUMO (spin up / spin down)	0.0325 / -0.0392	Eh
M	72.07	g mol⁻¹
net charge	0

Each line ends with the Löwdin charge.
Geometry (Å):
C 1.09424 -0.74797 0.53694  -0.10
C -1.76955 0.38273 -1.84979  -0.41
N 0.94487 0.07100 1.51401  -0.04
N -1.18644 0.19894 -0.83132  0.21
O -2.31679 0.54977 -2.85658  0.15
H 2.10473 -1.09015 0.19448  0.06
H -0.01281 0.39382 1.52538  0.09
H 1.52123 0.40100 2.23588  0.08
H -0.37948 -0.15915 -0.46901  -0.05


Arrangement 2

One molecule with the formula C2H4N2O. Source: OMol25; level of theory: ωB97M-V/def2-TZVPD.

Computed properties:
highest occupied orbital energy (spin up / spin down)	-0.1892 / -0.3591	Ha
spin multiplicity	3
frontier orbital gap (spin up / spin down)	0.2226 / 0.3214	Ha
LUMO (spin up / spin down)	0.0334 / -0.0378	Eh
M	72.07	g mol⁻¹
net charge	0

Each line ends with the Löwdin charge.
Geometry (Å):
C -1.34458 -0.12748 0.29797  -0.17
C 1.06598 0.53989 -0.14935  0.00
N -1.63431 -1.58958 0.05360  0.13
N -0.10073 -0.31963 -0.04821  -0.22
O -0.28476 -1.66338 -0.26031  -0.06
H -1.72981 0.82941 0.70284  0.09
H 1.96673 0.02432 -0.08122  0.07
H 0.99187 1.01783 -1.12755  0.09
H 1.06962 1.28861 0.61223  0.08


Most stable: arrangement 1 (next structure +385.4 kJ/mol)


Arrangement 1

A 6-piece molecular cluster, C4H19NO5 overall. Source: OMol25; level of theory: ωB97M-V/def2-TZVPD.

Computed properties:
highest occupied orbital energy	-0.3186	Ha
spin multiplicity	1
frontier orbital gap	0.3163	Ha
LUMO	-0.0024	Eh
M	161.20	g mol⁻¹
net charge	0
SMILES	C=C(N)CC.O.O.O.O.O

Each line ends with the Löwdin charge.
Geometry (Å):
C 0.10596 -0.05057 -2.21414  -0.11
C 0.83233 -0.71649 -1.06090  -0.21
C 0.06657 -0.57838 0.23168  -0.41
C -0.56740 0.53086 0.63127  0.00
N 0.01625 -1.78672 1.01324  0.08
H -0.96713 -0.35145 -2.27782  0.07
H 0.07690 1.07584 -2.07591  0.07
H 0.54289 -0.21324 -3.21438  0.08
H 1.01049 -1.78543 -1.34236  0.12
H 1.85397 -0.28081 -0.92859  0.12
H -0.55450 1.41845 0.00291  0.06
H -1.10937 0.57532 1.55800  0.08
H 0.82181 -2.33314 0.93031  0.05
H -0.15445 -1.63118 1.97771  0.08
H -1.93364 -2.10190 0.08434  0.02
H -2.62510 -2.71762 -1.10505  0.03
O -2.78543 -2.16347 -0.37867  -0.03
H 1.76010 0.95248 1.69204  0.00
H 0.90768 2.16726 1.90217  0.03
O 1.74165 1.91820 1.55341  -0.06
H -2.39905 0.78108 -0.99475  0.02
H -3.10018 -0.56703 -1.08069  -0.06
O -3.14063 0.29446 -1.44446  -0.08
H 3.04872 -0.78574 1.76563  0.07
H 2.47589 -0.43182 3.17845  0.10
O 2.23052 -0.64541 2.24304  -0.05
H 2.00171 3.32362 -1.15440  0.05
H 1.46931 2.46681 -0.09190  -0.07
O 1.22083 2.82535 -0.90405  -0.04


Arrangement 2

A 6-piece molecular cluster, C4H19NO5 overall. Source: OMol25; level of theory: ωB97M-V/def2-TZVPD.

Computed properties:
highest occupied orbital energy	-0.3295	Ha
spin multiplicity	1
frontier orbital gap	0.3309	Ha
LUMO	0.0014	Eh
M	161.20	g mol⁻¹
net charge	0
SMILES	C=CCNC.O.O.O.O.O

Each line ends with the Löwdin charge.
Geometry (Å):
C -0.92380 0.52076 -0.73596  -0.10
N 0.19412 0.60702 0.20994  -0.14
C 0.67362 -0.67244 0.66793  -0.28
C 1.04740 -2.95594 -0.06309  -0.01
C 1.16726 -1.67359 -0.38703  -0.14
H -1.80822 1.13684 -0.58304  0.07
H -1.16880 -0.53739 -0.89386  0.08
H -0.50813 0.91778 -1.70088  0.07
H -0.12814 1.16972 0.99039  0.06
H 1.46208 -0.46841 1.39617  0.10
H -0.07307 -1.19993 1.29105  0.10
H 1.21914 -3.71391 -0.84550  0.06
H 0.65078 -3.36788 0.86433  0.07
H 1.58993 -1.14619 -1.23782  0.10
H 1.09393 -0.74170 3.26597  0.04
H 0.12965 0.38398 3.35986  0.03
O 0.14638 -0.58494 3.34717  -0.07
H 1.07258 1.05303 -3.66350  0.02
H 1.55362 -0.40518 -3.87810  0.03
O 0.78971 0.17078 -3.95027  -0.07
H -3.44343 -0.04446 0.00000  0.00
H -3.19103 -1.14554 -0.95330  0.03
O -3.74591 -0.94027 -0.18315  -0.06
H -0.93682 3.19166 1.90913  0.07
H -1.85010 2.15783 2.40525  0.06
O -0.90159 2.35270 2.39345  -0.05
H 1.21443 1.84859 -0.77824  0.00
H 2.72345 1.99761 -0.83933  0.03
O 1.95097 2.08946 -1.40758  -0.10


Most stable: arrangement 1 (next structure +135.7 kJ/mol)